{
  "formula": "C40H56IrN2O3P2",
  "method": "ωB97M-V/def2-TZVPD",
  "symbols": ["Ir", "N", "C", "C", "C", "O", "O", "H", "H", "H", "H", "H", "H", "C", "H", "H", "O", "P", "C", "C", "C", "C", "C", "C", "C", "C", "C", "C", "C", "C", "C", "C", "C", "C", "C", "C", "H", "H", "H", "H", "H", "H", "H", "H", "H", "H", "H", "H", "H", "H", "H", "H", "H", "H", "H", "H", "H", "H", "H", "H", "H", "H", "H", "H", "H", "H", "H", "H", "H", "N", "P", "C", "C", "C", "C", "C", "C", "C", "C", "C", "C", "C", "C", "C", "C", "C", "C", "C", "C", "H", "H", "H", "H", "H", "H", "H", "H", "H", "H", "H", "H", "H", "H", "H"],
  "xyz": [[0.460, -0.104, -0.407], [-1.278, -1.665, -0.293], [-2.598, -1.057, -0.022], [-2.948, -0.005, -1.064], [-2.345, 1.364, -0.789], [-3.051, 2.358, -0.940], [-1.102, 1.399, -0.392], [-1.272, -2.104, -1.206], [-1.064, -2.367, 0.399], [-2.550, -0.603, 0.969], [-3.376, -1.821, -0.002], [-4.024, 0.136, -1.103], [-2.616, -0.336, -2.054], [2.490, 0.114, 0.216], [3.251, -0.650, 0.066], [2.898, 1.058, 0.587], [0.017, -0.122, 2.159], [-0.152, -0.127, 3.661], [-0.588, 1.510, 4.350], [0.261, 2.611, 3.628], [-0.577, 3.847, 3.287], [-1.761, 3.499, 2.370], [-2.490, 2.212, 2.825], [-2.094, 1.838, 4.254], [-1.532, -1.244, 4.098], [-1.425, -2.618, 3.393], [-0.804, -3.738, 4.233], [-1.445, -3.817, 5.614], [-1.268, -2.491, 6.347], [-1.935, -1.342, 5.583], [1.349, -0.751, 4.495], [2.640, -0.552, 3.682], [3.355, 0.765, 3.965], [3.591, 0.954, 5.461], [2.262, 0.937, 6.216], [1.492, -0.366, 5.981], [-0.317, 1.451, 5.409], [0.665, 2.218, 2.690], [1.105, 2.903, 4.252], [0.066, 4.576, 2.795], [-0.930, 4.319, 4.208], [-1.403, 3.352, 1.349], [-2.460, 4.338, 2.342], [-2.216, 1.395, 2.153], [-3.572, 2.338, 2.752], [-2.703, 1.015, 4.634], [-2.291, 2.686, 4.915], [-2.327, -0.703, 3.579], [-0.854, -2.487, 2.474], [-2.437, -2.931, 3.111], [0.272, -3.580, 4.352], [-0.919, -4.684, 3.701], [-1.003, -4.633, 6.192], [-2.516, -4.036, 5.509], [-0.198, -2.297, 6.478], [-1.707, -2.549, 7.345], [-1.737, -0.393, 6.090], [-3.018, -1.495, 5.630], [1.144, -1.821, 4.454], [2.418, -0.632, 2.623], [3.318, -1.376, 3.933], [2.757, 1.600, 3.584], [4.301, 0.779, 3.420], [4.117, 1.893, 5.649], [4.231, 0.144, 5.834], [1.662, 1.797, 5.897], [2.433, 1.050, 7.289], [0.512, -0.299, 6.461], [2.031, -1.175, 6.485], [0.470, -0.481, -2.312], [0.244, -0.284, -3.842], [1.527, -1.082, -4.834], [1.273, -1.959, -5.882], [2.329, -2.588, -6.536], [3.635, -2.335, -6.148], [3.895, -1.449, -5.107], [2.846, -0.828, -4.446], [-1.351, -0.948, -4.383], [-2.396, -0.124, -4.785], [-3.663, -0.660, -5.000], [-3.888, -2.015, -4.814], [-2.846, -2.847, -4.414], [-1.585, -2.314, -4.192], [0.243, 1.452, -4.320], [0.508, 1.849, -5.630], [0.453, 3.195, -5.966], [0.124, 4.137, -4.997], [-0.147, 3.740, -3.693], [-0.084, 2.396, -3.348], [0.253, -2.148, -6.196], [2.128, -3.278, -7.347], [4.455, -2.831, -6.655], [4.917, -1.252, -4.806], [3.034, -0.158, -3.613], [-2.226, 0.937, -4.920], [-4.476, -0.013, -5.307], [-4.877, -2.428, -4.975], [-3.022, -3.908, -4.271], [-0.769, -2.954, -3.867], [0.762, 1.108, -6.381], [0.665, 3.510, -6.980], [0.079, 5.187, -5.262], [-0.412, 4.476, -2.943], [-0.293, 2.072, -2.332]],
  "forces_ev_per_a": [[0.23, -0.01, -0.54], [-0.22, 0.31, 0.30], [0.18, -0.01, -0.08], [0.09, -0.09, 0.04], [0.21, 0.40, 0.23], [0.48, -0.33, 0.06], [-0.66, 0.18, -0.03], [0.05, -0.01, -0.11], [0.07, -0.11, 0.11], [0.05, 0.00, 0.04], [-0.08, -0.14, -0.01], [-0.11, -0.04, -0.06], [-0.06, -0.02, 0.05], [0.06, 0.11, 0.18], [-0.11, -0.01, 0.03], [-0.06, -0.13, -0.04], [-0.28, -0.14, 0.65], [0.17, 0.12, -0.59], [-0.05, 0.19, -0.15], [-0.31, -0.02, -0.02], [-0.10, -0.14, -0.05], [0.06, -0.13, 0.07], [0.15, 0.12, 0.05], [0.05, 0.01, -0.09], [0.00, -0.13, -0.04], [0.03, 0.01, 0.23], [-0.09, 0.11, 0.02], [0.00, 0.05, -0.03], [-0.02, 0.00, -0.11], [0.12, -0.07, 0.03], [0.05, -0.04, 0.05], [0.08, 0.08, 0.27], [-0.05, -0.05, 0.07], [-0.09, -0.01, -0.04], [0.05, -0.07, -0.07], [0.11, 0.12, -0.06], [-0.03, 0.13, -0.05], [-0.01, -0.06, 0.05], [0.01, -0.02, -0.01], [0.01, 0.06, -0.01], [0.00, 0.01, 0.01], [-0.01, 0.01, -0.01], [0.03, -0.01, 0.01], [0.00, -0.01, -0.03], [0.02, -0.01, 0.00], [0.03, 0.08, -0.02], [-0.03, -0.02, 0.03], [-0.14, -0.02, -0.05], [-0.02, 0.00, -0.11], [0.05, 0.02, -0.01], [-0.02, -0.05, -0.02], [0.01, -0.02, -0.02], [-0.03, 0.02, -0.01], [0.07, -0.01, 0.02], [-0.11, -0.05, 0.00], [0.04, 0.03, 0.03], [-0.07, -0.06, 0.00], [0.01, 0.01, -0.01], [0.01, -0.11, 0.05], [-0.06, -0.04, -0.24], [0.00, 0.02, 0.03], [0.06, -0.05, -0.02], [-0.01, 0.03, -0.01], [0.01, -0.02, 0.02], [-0.01, 0.05, -0.01], [0.09, -0.09, 0.07], [-0.02, 0.05, 0.02], [0.08, -0.04, 0.02], [0.00, 0.01, 0.01], [0.17, -0.15, 0.16], [-0.09, 0.21, -0.09], [0.09, -0.07, 0.05], [0.06, 0.03, -0.11], [-0.10, 0.03, 0.01], [0.03, 0.01, 0.01], [-0.07, 0.06, 0.05], [0.04, -0.09, -0.04], [-0.05, -0.19, 0.03], [-0.07, -0.05, -0.10], [0.04, 0.04, -0.01], [-0.03, -0.01, 0.00], [0.09, 0.01, 0.05], [-0.08, 0.01, -0.03], [-0.04, 0.12, -0.05], [0.01, 0.03, -0.01], [-0.01, -0.03, 0.02], [0.00, -0.04, 0.04], [0.00, 0.01, -0.04], [0.01, 0.00, -0.09], [0.04, -0.03, 0.01], [-0.01, 0.04, 0.03], [-0.04, 0.04, 0.03], [-0.05, 0.00, 0.00], [0.02, -0.06, -0.04], [-0.03, -0.01, 0.02], [0.05, -0.02, 0.03], [0.07, 0.03, 0.00], [0.02, 0.07, -0.01], [-0.06, 0.01, 0.00], [0.01, 0.06, 0.03], [0.00, -0.01, 0.02], [0.00, -0.04, 0.01], [0.01, -0.07, -0.02], [0.02, 0.12, -0.06]],
  "orbital_gap_ev": [6.47, 7.33],
  "multiplicity": 6,
  "e_homo_ev": [-5.95, -7.66],
  "s2": 8.76
}